9
Properties=species:S:1:pos:R:3:forces:R:3 method="wB97M-V/def2-TZVPD" e_above_lowest_ev=0.1819 largest_force_ev_per_a=1.24 spin_multiplicity=1 total_charge=-1 homo_ev=-2.74 total_energy_ev=-15038.391 homo_lumo_gap_ha=0.253
H 1.218196 0.165288 1.665705 -0.27 0.28 0.25
H -0.140953 -1.229967 -0.337484 0.17 -0.13 0.24
H 1.064187 1.426540 0.447587 0.14 -0.04 0.04
C 0.714881 -0.546089 -0.203120 -0.79 0.81 -0.51
H -0.405861 0.842409 1.184446 -0.31 -0.63 -0.06
S -2.687004 -0.270039 -0.745105 0.14 -0.02 -0.25
O 1.673010 -0.564530 -0.946637 0.05 -0.26 0.25
H -2.014164 -0.361155 -1.919323 -0.17 0.03 0.25
C 0.577711 0.537541 0.853930 1.05 -0.05 -0.23